Computed, not measured: an isolated molecule of C4H4N2O2, with ωB97M-V/def2-TZVPD.

```
12
Properties=species:S:1:pos:R:3:nbo_charge:R:1
H -2.6278 0.5304 0.2261 0.354
N -2.0911 0.2455 0.9717 -0.604
C -0.8611 0.2562 0.6657 0.215
C 0.2792 -0.0503 1.4304 -0.390
C 1.3582 -0.6249 0.7509 0.211
O 1.5276 -0.6477 -0.5849 -0.327
N 0.7130 0.0405 -1.4905 -0.357
C -0.6220 0.2902 -1.1896 0.609
O -1.4873 0.6095 -1.9424 -0.573
H 0.3604 0.1516 2.4161 0.234
H 2.2716 -0.8606 1.2368 0.207
H 1.1793 0.0596 -2.4904 0.421
```

Summary:
* SMILES: [H]/N=c1/cco[nH]c1=O
* ΔE to the lowest compared entry with this formula, charge and spin: 4.6769 eV